# 1
45
Properties=species:S:1:pos:R:3 method="wB97M-V/def2-TZVPD" energy_ev=-70747.6652 total_charge=0 homo_energy_ev=-9.18 lumo_energy_ev=-2.14
C 2.296 -0.022 -1.471
N 1.578 0.461 -0.244
C 2.462 1.152 0.817
N 2.259 2.661 0.834
C 0.253 0.371 0.060
N -0.231 0.895 1.396
C -1.712 0.591 1.403
N -1.943 -0.080 0.034
C -3.381 -0.484 -0.128
C -4.118 0.705 -1.041
O -5.253 0.137 -1.787
C -4.513 1.999 -0.111
N -3.415 3.037 0.017
N -0.823 -0.216 -0.820
P -0.845 -0.910 -2.450
O -2.311 -1.151 -3.060
O -0.067 0.160 -3.637
O -0.103 -2.525 -2.461
H 1.964 -1.109 -1.748
H 2.101 0.776 -2.325
H 3.485 -0.066 -1.364
H 3.612 0.993 0.536
H 2.347 0.648 1.887
H 1.269 2.933 0.647
H 2.650 3.106 1.692
H -2.540 0.796 2.214
H -3.979 -0.561 0.883
H -3.494 -1.513 -0.703
H -3.294 1.063 -1.821
H -5.632 0.837 -2.398
H -4.833 1.701 0.982
H -5.476 2.489 -0.612
H -3.758 3.877 -0.504
H -2.566 2.692 -0.520
H -0.501 1.058 -3.416
H -0.798 -3.172 -2.814
N 5.249 -2.524 2.779
S 3.910 -2.162 3.515
O 2.980 -3.251 3.796
O 3.307 -0.866 3.226
F 4.481 -1.887 4.987
S 4.994 -2.929 1.282
O 6.136 -3.585 0.646
O 4.293 -1.985 0.421
F 3.961 -4.141 1.381

---

# 2
30
Properties=species:S:1:pos:R:3 method="wB97M-V/def2-TZVPD" energy_ev=-22164.3667 total_charge=0 homo_energy_ev=-8.17 lumo_energy_ev=0.14 smiles=CCN(I)N(O)CCNC(C)C
C -4.018 -0.375 -1.683
C -3.102 -1.237 -0.960
N -2.465 -0.562 0.119
I -1.399 -1.759 1.416
N -1.768 0.604 -0.321
O -1.643 1.587 0.652
C -0.587 0.611 -1.187
C 0.816 -0.085 -0.620
N 1.222 0.522 0.604
C 2.395 -0.064 1.231
C 2.778 0.869 2.360
C 3.512 -0.417 0.258
H -4.876 -0.866 -2.190
H -4.456 0.402 -0.917
H -3.485 0.151 -2.547
H -3.796 -1.947 -0.382
H -2.414 -2.015 -1.537
H -1.005 1.258 1.252
H -0.304 1.642 -1.373
H -0.858 0.105 -2.208
H 1.535 0.160 -1.473
H 0.665 -1.174 -0.578
H 1.261 1.532 0.268
H 1.951 -1.007 1.700
H 3.825 1.020 2.636
H 2.388 1.784 2.081
H 2.371 0.684 3.352
H 3.296 -1.106 -0.436
H 4.416 -0.824 0.850
H 3.746 0.506 -0.368

---

# 3
27
Properties=species:S:1:pos:R:3 method="wB97M-V/def2-TZVPD" energy_ev=-10528.4825 total_charge=0 homo_energy_ev=-8.04 lumo_energy_ev=1.16 smiles=CCCNN(CC)CC
C 0.787 0.317 2.989
C -0.349 -0.411 2.156
C -1.182 0.535 1.278
N -0.233 1.022 0.259
N 0.184 0.195 -0.817
C -0.468 0.630 -2.167
C -1.882 0.254 -2.136
C 1.634 -0.205 -0.865
C 1.626 -1.735 -1.065
H 1.077 -0.370 3.818
H 1.648 0.593 2.437
H 0.302 1.279 3.495
H 0.195 -1.091 1.570
H -1.030 -0.768 2.916
H -1.661 1.318 1.827
H -2.047 -0.061 0.851
H -0.353 2.060 0.107
H -0.422 1.749 -2.339
H 0.061 0.112 -2.959
H -2.480 0.694 -1.269
H -2.174 -0.792 -2.279
H -2.302 0.881 -2.922
H 2.122 -0.013 0.110
H 2.057 0.405 -1.743
H 1.115 -2.249 -0.188
H 2.663 -2.166 -1.077
H 1.110 -2.183 -1.988

---

# 4
30
Properties=species:S:1:pos:R:3 method="wB97M-V/def2-TZVPD" energy_ev=-24471.8821 total_charge=0 homo_energy_ev=-8.67 lumo_energy_ev=0.83 smiles="CC(C)OP(N)O.CCC(C)=O"
C 4.227 1.283 0.935
C 3.733 0.569 -0.275
C 4.267 -0.862 -0.279
O 2.325 0.768 -0.332
P 1.227 0.189 0.847
N 1.009 1.614 1.768
O -0.064 0.481 -0.151
H 5.241 1.357 0.991
H 3.709 2.383 1.048
H 3.786 0.678 1.763
H 3.899 1.155 -1.247
H 5.331 -0.804 -0.172
H 3.856 -1.373 -1.062
H 3.963 -1.188 0.792
H 0.383 2.226 1.303
H 1.075 1.801 2.714
H -0.507 -0.474 -0.370
C -3.415 0.208 1.735
C -4.063 0.416 0.312
C -3.288 -0.276 -0.758
C -3.650 0.183 -2.181
O -2.441 -1.149 -0.545
H -3.823 -0.698 2.113
H -2.378 0.198 1.611
H -3.847 0.899 2.382
H -5.111 0.214 0.357
H -4.111 1.486 0.038
H -4.234 1.113 -2.227
H -2.763 0.306 -2.708
H -4.461 -0.498 -2.562

---

# 5
30
Properties=species:S:1:pos:R:3 method="wB97M-V/def2-TZVPD" energy_ev=-24470.5265 total_charge=0 homo_energy_ev=-7.49 lumo_energy_ev=0.64
C 1.450 -2.379 -0.824
C -0.524 0.307 -2.332
C 4.169 0.245 0.465
C -2.070 0.691 0.288
C -0.582 0.527 0.239
C -2.544 0.860 1.769
C 0.070 0.820 -1.067
N -2.803 -0.357 2.415
O 3.071 -0.562 -2.093
O 0.636 2.020 -1.024
O 2.855 -0.297 0.441
P 2.115 -0.659 -0.992
H 0.747 -2.437 -1.699
H 2.297 -2.974 -0.944
H -1.653 0.539 -2.380
H -0.616 -0.711 -2.098
H 0.090 0.692 -3.187
H 4.113 1.364 0.361
H 4.868 -0.028 -0.494
H 4.700 0.054 1.397
H -2.405 1.421 -0.352
H -2.706 -0.212 -0.099
H -0.294 -0.426 0.623
H -0.351 1.323 0.911
H -3.458 1.455 1.817
H -1.756 1.483 2.229
H 0.917 -2.500 0.107
H -3.077 -0.134 3.382
H -1.909 -0.845 2.513
H 0.815 2.345 -1.966

---

# 6
28
Properties=species:S:1:pos:R:3 method="wB97M-V/def2-TZVPD" energy_ev=-13691.8430 total_charge=0 homo_energy_ev=-9.38 lumo_energy_ev=0.52 smiles="C=C(C)C/C=C/C.O.O.O"
C 0.109 0.592 -2.412
C -0.106 1.289 -1.293
C -1.253 2.249 -1.168
C 0.990 1.475 -0.222
C 1.665 0.208 0.297
C 2.239 -0.779 -0.362
C 2.507 -2.116 0.316
H -0.642 0.588 -3.193
H 0.907 -0.130 -2.458
H -1.977 2.044 -1.951
H -1.651 2.191 -0.148
H -0.928 3.293 -1.180
H 0.649 2.042 0.633
H 1.707 2.052 -0.813
H 1.446 0.018 1.346
H 2.634 -0.789 -1.370
H 3.383 -2.031 0.970
H 2.731 -2.903 -0.403
H 1.698 -2.458 0.960
O -2.777 -0.510 1.439
H -2.384 -1.185 0.862
H -3.433 -0.075 0.872
O -0.336 1.136 2.640
H -1.251 0.900 2.878
H -0.100 0.730 1.822
O -1.623 -2.727 -0.166
H -0.840 -2.783 0.367
H -1.435 -2.585 -1.109

---

# 7
36
Properties=species:S:1:pos:R:3 method="wB97M-V/def2-TZVPD" energy_ev=-29986.1881 total_charge=0 homo_energy_ev=-8.04 lumo_energy_ev=-4.36
Ag -6.643 2.368 -0.823
O -1.397 0.367 -2.587
C -2.626 0.667 -2.336
O -3.128 0.334 -1.234
O -3.159 1.336 -3.207
H -1.714 0.850 -3.354
C -0.018 -5.413 -0.499
C 0.955 -4.276 -0.392
O 0.508 -3.252 0.409
O -0.501 -5.930 0.671
H 0.364 -6.172 -1.181
H -0.931 -5.237 -1.069
H 1.311 -3.931 -1.363
H 1.884 -4.587 0.087
H -0.106 -2.628 0.016
H -0.994 -5.233 1.110
C 0.130 -0.286 5.900
C -0.720 0.425 4.837
O -1.618 -0.544 4.241
O 0.828 -1.493 5.320
H -0.506 -0.701 6.681
H 0.953 0.333 6.258
H -0.077 0.904 4.098
H -1.310 1.275 5.181
H -1.776 -0.395 3.306
H 0.253 -1.910 4.674
C 1.515 4.730 -3.040
C 2.251 3.835 -4.125
O 2.829 2.741 -3.387
O 2.215 5.964 -2.765
H 1.459 4.279 -2.049
H 0.499 5.002 -3.327
H 3.174 4.291 -4.485
H 1.613 3.654 -4.990
H 2.095 2.324 -2.931
H 2.387 6.311 -3.643

---

# 8
35
Properties=species:S:1:pos:R:3 method="wB97M-V/def2-TZVPD" energy_ev=-30748.5462 total_charge=+1 homo_energy_ev=-12.67 lumo_energy_ev=-3.37
N -0.224 -4.291 2.132
B -0.567 -3.026 1.561
O -1.857 -2.565 1.500
C 0.466 -2.017 0.855
N -0.161 -1.175 -0.232
C 1.032 -0.480 -0.824
C 1.775 -0.002 0.429
C 1.297 -0.943 1.592
P 0.570 -0.104 3.070
O 1.593 0.055 4.091
O -0.141 1.244 2.580
O -0.637 -1.016 3.544
H 0.737 -4.365 2.450
H -0.384 -5.103 1.543
H -2.509 -3.187 1.847
H 1.223 -2.619 0.343
H -0.713 -0.457 0.242
H -0.786 -1.661 -0.875
H 0.702 0.299 -1.509
H 1.594 -1.228 -1.379
H 2.851 -0.072 0.293
H 1.562 1.050 0.623
H 2.179 -1.402 2.039
H -0.071 1.519 1.664
H -1.414 -1.100 2.978
C -1.659 3.994 -2.404
C -1.103 2.713 -2.963
O -1.651 1.644 -2.786
C 0.179 2.810 -3.752
H -2.578 3.799 -1.857
H -0.927 4.468 -1.746
H -1.859 4.698 -3.214
H 0.976 3.207 -3.119
H 0.060 3.493 -4.593
H 0.446 1.822 -4.122

---

# 9
35
Properties=species:S:1:pos:R:3 method="wB97M-V/def2-TZVPD" energy_ev=-38541.7658 total_charge=+1 homo_energy_ev=-13.01 lumo_energy_ev=-4.73
C 3.746 1.472 0.235
C 2.423 0.661 0.749
C 1.592 0.193 -0.542
C 2.177 -1.247 -1.028
P -0.284 0.218 -0.354
C -0.927 1.552 -1.580
C -2.181 2.367 -1.024
O -2.298 3.553 -1.416
B -0.931 0.461 1.437
O -1.317 1.739 2.001
O -0.997 -0.704 2.280
C -2.364 -0.962 2.729
P -1.220 -1.658 -1.063
N -2.812 -1.442 -0.995
O -0.751 -2.010 -2.669
O -0.846 -2.963 -0.027
H 4.645 1.209 0.879
H 3.532 2.589 0.434
H 3.917 1.374 -0.886
H 1.882 1.380 1.444
H 2.793 -0.294 1.278
H 1.873 0.919 -1.394
H 1.734 -1.506 -2.059
H 3.300 -1.076 -1.227
H 1.995 -2.078 -0.270
H -0.067 2.268 -1.796
H -1.184 1.009 -2.567
H -2.988 1.971 -0.323
H -2.242 1.960 1.747
H -2.323 -1.047 3.878
H -3.066 -0.124 2.399
H -2.764 -1.970 2.343
H -3.237 -2.140 -0.366
H -0.788 -3.004 -2.699
H -0.025 -2.673 0.453

---

# 10
43
Properties=species:S:1:pos:R:3 method="wB97M-V/def2-TZVPD" energy_ev=-79513.9953 total_charge=+2 homo_energy_ev=-16.39 lumo_energy_ev=-9.34
W -3.068 -0.255 0.513
O -1.803 0.288 3.997
P -0.877 -0.420 2.971
O 0.553 -0.471 3.196
O -1.384 0.026 1.580
O -1.509 -1.991 3.029
P -2.392 -2.821 2.053
O -4.121 -0.834 1.938
O -2.313 -2.179 0.658
O -3.697 -0.492 -1.027
H -1.419 0.519 4.856
H -5.075 -0.796 2.103
C 3.329 1.323 -3.000
C 2.002 0.709 -3.347
C 1.987 -0.146 -4.583
O 1.650 -0.251 -2.190
P 0.729 0.054 -1.013
S 0.400 1.964 -0.441
S -1.153 0.808 -1.396
O 0.802 -1.041 0.031
C 2.036 -1.914 0.379
C 1.467 -3.045 1.185
C 2.998 -1.028 1.118
H 3.613 2.002 -3.804
H 4.099 0.557 -2.912
H 3.287 1.904 -2.077
H 1.200 1.448 -3.357
H 2.755 -0.917 -4.532
H 2.198 0.492 -5.442
H 1.015 -0.612 -4.739
H 2.412 -2.240 -0.588
H 1.042 -2.669 2.116
H 2.281 -3.724 1.440
H 0.726 -3.608 0.617
H 2.537 -0.633 2.024
H 3.355 -0.204 0.495
H 3.870 -1.621 1.398
B -4.084 4.150 1.267
C -3.852 2.705 1.051
N -3.565 1.579 0.782
H -3.967 4.464 2.415
H -3.047 4.391 0.617
H -5.016 4.532 0.618

---

# 11
51
Properties=species:S:1:pos:R:3 method="wB97M-V/def2-TZVPD" energy_ev=-119782.1290 total_charge=+1 homo_energy_ev=-10.07 lumo_energy_ev=-4.77
N -0.098 3.454 -0.667
P 0.161 1.740 -0.411
O 1.601 1.407 -1.295
C -1.285 0.690 -1.128
C -2.073 1.450 -2.278
C -3.606 1.704 -2.022
P -4.618 0.273 -2.758
O -4.010 -1.093 -2.455
O -6.193 0.346 -2.220
O -4.686 0.613 -4.417
N -4.022 2.047 -0.624
C -3.074 1.648 0.453
C -2.238 0.325 0.116
P -1.248 -0.286 1.613
S -0.235 -1.931 1.175
H -0.040 3.716 -1.661
H -0.967 3.798 -0.258
H 1.449 1.848 -2.159
H -0.785 -0.271 -1.480
H -1.568 2.415 -2.593
H -2.010 0.785 -3.199
H -3.893 2.601 -2.663
H -6.399 1.259 -1.846
H -3.979 0.119 -4.876
H -4.248 3.050 -0.560
H -4.916 1.539 -0.442
H -2.420 2.504 0.799
H -3.704 1.384 1.363
H -2.986 -0.459 -0.235
H -0.379 0.724 2.135
H -2.165 -0.627 2.672
O 1.027 -4.581 -1.693
Cl 1.588 -4.971 -0.412
O 2.362 -6.174 -0.570
O 0.516 -5.198 0.531
O 2.447 -3.907 0.079
Li -1.531 -2.391 -1.137
F -8.084 1.835 -1.727
C 3.647 -0.724 0.405
C 5.082 -1.069 0.628
N 6.237 -1.352 0.805
H 3.570 0.094 -0.315
H 3.114 -1.601 0.016
H 3.187 -0.416 1.346
Li 5.355 -0.315 2.859
O 6.432 -0.717 5.676
Cl 7.709 -0.872 6.362
O 8.592 -1.662 5.532
O 7.491 -1.536 7.621
O 8.285 0.433 6.584
K 7.607 -1.650 -0.669

---

# 12
30
Properties=species:S:1:pos:R:3 method="wB97M-V/def2-TZVPD" energy_ev=-54148.4441 total_charge=0 homo_energy_ev="-8.04 / -8.40" lumo_energy_ev="0.44 / 0.35" multiplicity=5
C 0.508 -1.077 -5.019
C 0.466 0.420 -5.257
H 1.539 -1.430 -5.018
H -0.024 -1.575 -5.829
H 0.055 -1.399 -4.088
H 0.799 1.032 -4.418
H 1.114 0.647 -6.108
H -0.537 0.760 -5.526
Fe 0.009 -0.619 -0.959
C -0.695 1.109 -1.772
H 0.139 1.819 -1.934
H -1.525 1.652 -1.288
H -1.047 0.785 -2.766
I -0.241 -2.862 -2.029
C 2.112 -0.221 1.484
O 0.790 -0.645 1.240
C 0.036 -1.101 2.362
C -1.419 -1.270 1.960
O -1.878 -0.294 1.018
C -2.139 0.972 1.616
H 2.580 -0.810 2.285
H 2.112 0.845 1.755
H 2.668 -0.360 0.552
H 0.412 -2.080 2.669
H 0.143 -0.400 3.197
H -1.543 -2.239 1.454
H -2.043 -1.228 2.872
H -1.217 1.591 1.710
H -2.595 0.861 2.626
H -2.861 1.472 0.955